Computed, not measured: a cluster of 7 separate species, C37H86BrN8O8 in total, with ωB97M-V with the def2-TZVPD basis set.

The geometry in XYZ format:
```
140
Properties=species:S:1:pos:R:3:forces:R:3
C 6.9854 -1.0824 -2.1945 -0.5853 -0.2761 0.3447
C 5.7654 -0.1595 -2.1622 0.4461 0.1981 -0.1409
C 5.4825 0.5310 -3.4950 -0.0296 -0.0628 0.2770
C 4.7328 -0.3568 -4.4856 0.2432 0.5402 -0.1111
N 3.6295 0.3806 -5.1959 -0.5895 -0.7836 0.4758
C 2.5126 0.5099 -4.3463 0.5866 0.8607 -0.1699
C 2.2684 1.6744 -3.6236 0.0628 -0.3954 -0.1366
C 1.1847 1.7700 -2.7677 0.1883 -0.0452 -0.4944
C 1.0318 3.0493 -2.0144 -0.2753 0.8263 0.0769
O 0.6642 3.1039 -0.8893 -0.1135 -0.5743 0.9245
O 1.3570 4.1723 -2.6979 0.8032 -0.6432 -0.7364
C 0.3118 0.6882 -2.6131 -0.5752 -0.6923 -0.2349
C -0.8782 0.5954 -1.6854 0.1786 -0.0278 0.8558
C -0.6066 -0.5258 -0.6421 -0.0360 -0.4359 -0.4329
C -1.1547 -1.9062 -1.0681 0.3392 0.7607 -0.0698
Br -1.2717 -0.0727 1.1277 -0.0367 0.2374 -0.1284
C 0.5691 -0.4316 -3.3852 0.2822 0.2553 -0.1934
N 1.6410 -0.4975 -4.2124 -0.4343 0.1574 0.4300
H 6.8854 -1.8187 -1.4012 0.1137 -0.1349 0.0911
H 7.8750 -0.5237 -1.9465 0.2949 0.0588 -0.2696
H 7.0922 -1.6345 -3.1266 0.0387 0.0847 -0.1751
H 5.9758 0.6230 -1.4371 -0.0875 0.0138 0.2410
H 4.8829 -0.6927 -1.8045 -0.1587 -0.0114 -0.0738
H 6.4217 0.8472 -3.9403 0.1378 0.0890 -0.0620
H 4.9399 1.4508 -3.2930 -0.2634 0.0646 -0.1358
H 4.3370 -1.2303 -3.9632 -0.0719 -0.1695 -0.0194
H 5.4191 -0.6939 -5.2543 -0.0765 -0.1587 -0.1595
H 3.3334 -0.1898 -5.9846 0.2252 0.1485 -0.2084
H 2.9462 2.4987 -3.7592 0.0012 0.1206 -0.1004
H 2.0385 4.6359 -2.1904 -0.3998 0.4914 0.1644
H -1.7944 0.3616 -2.2195 -0.0500 0.0457 -0.2605
H -1.0453 1.5182 -1.1444 0.1097 0.2255 -0.1718
H 0.4683 -0.6181 -0.5391 0.1541 0.1501 0.4140
H -1.9160 -1.7718 -1.8310 -0.2598 -0.2227 0.0417
H -0.3371 -2.4935 -1.4818 -0.0134 -0.2605 -0.0345
H -1.5791 -2.4292 -0.2253 -0.1153 -0.2421 0.0141
H -0.0614 -1.3030 -3.3611 -0.1090 -0.1001 -0.0499
H 1.8094 -1.3441 -4.7418 -0.0741 -0.0906 0.0171
C -3.6478 5.3820 1.2522 -0.1577 -0.1224 -0.0364
C -2.4123 4.8282 0.5520 -0.0305 0.2693 0.1993
C -1.2651 4.4483 1.5005 -0.0287 -0.3268 -0.0738
O -0.5257 5.5378 2.0133 -0.0591 -0.0290 -0.0172
C -1.1143 6.1752 3.1365 0.1909 0.1439 -0.0233
N -1.9801 5.7799 -0.4802 0.1255 -0.1924 -0.1084
H -3.5109 6.4178 1.5605 0.0677 0.0131 0.0179
H -4.5034 5.3604 0.5751 0.0303 0.0409 -0.0396
H -3.8968 4.7935 2.1365 0.0499 0.0286 0.0381
H -2.7117 3.9020 0.0462 0.0676 -0.0472 0.0055
H -0.5639 3.8439 0.9253 0.1367 0.1189 0.0646
H -1.6244 3.8122 2.3208 -0.1475 0.1067 0.0207
H -1.6418 5.4608 3.7706 -0.0910 -0.0108 -0.0575
H -1.8003 6.9664 2.8247 -0.1014 -0.0400 0.0756
H -0.3123 6.6385 3.7119 0.0452 -0.0333 -0.0539
H -1.2207 5.3648 -1.0149 -0.0058 0.0012 0.0103
H -1.5457 6.5686 -0.0078 -0.0998 0.0615 -0.0005
C -4.0351 6.1208 -4.0137 0.0118 0.1440 0.1164
C -4.9812 4.9542 -3.7463 0.2461 0.0046 -0.2532
C -4.3492 3.8307 -2.9157 -0.2561 -0.0202 0.2531
O -3.4460 2.9930 -3.6290 0.1299 -0.0498 0.0833
C -2.1481 3.5222 -3.7808 -0.0506 -0.1293 0.0342
N -5.5208 4.4720 -5.0217 -0.0254 -0.1918 0.1722
H -3.3151 5.8912 -4.8000 -0.0099 -0.0576 -0.0141
H -4.6004 6.9909 -4.3447 -0.0250 -0.0317 -0.0520
H -3.4854 6.3983 -3.1113 -0.0014 -0.0346 0.0043
H -5.8174 5.3416 -3.1579 -0.0132 -0.0644 0.0580
H -5.1470 3.1654 -2.5763 0.0234 -0.0625 -0.0688
H -3.8618 4.2345 -2.0181 0.0525 0.0797 -0.0889
H -1.8602 4.1193 -2.9082 -0.0133 0.1275 -0.0940
H -2.0699 4.1183 -4.6918 0.1471 0.1241 0.0848
H -1.4495 2.6826 -3.8655 -0.0645 -0.0493 -0.0620
H -6.2366 3.7728 -4.8438 -0.0801 0.1023 -0.0237
H -4.7842 3.9598 -5.4994 0.0144 0.0956 -0.0671
C 7.9403 -1.8261 2.0255 -0.1080 -0.0817 -0.0152
C 9.0661 -2.0944 1.0311 -0.0527 0.1920 0.1894
C 10.3898 -2.5134 1.6864 0.0794 -0.1457 -0.1458
O 11.1123 -1.4583 2.2841 -0.0838 -0.0033 0.0690
C 10.6938 -1.0917 3.5870 0.1226 0.1091 -0.0633
N 9.2269 -0.9190 0.1679 0.2189 -0.0237 0.0043
H 8.0514 -0.8607 2.5177 0.0675 0.0080 0.0062
H 6.9786 -1.8133 1.5101 0.0208 0.0318 -0.0235
H 7.8980 -2.5998 2.7938 0.0096 0.0079 0.0092
H 8.7506 -2.9315 0.3997 0.0771 -0.0282 -0.0189
H 11.0444 -2.9031 0.9024 0.0283 0.0408 0.0059
H 10.2343 -3.3274 2.4065 -0.0848 0.0397 0.0345
H 10.3538 -1.9596 4.1588 -0.0423 -0.0107 -0.0117
H 9.9026 -0.3387 3.5556 -0.0709 -0.0637 0.0665
H 11.5520 -0.6539 4.0947 0.0242 -0.0275 -0.0231
H 9.9019 -1.1363 -0.5611 -0.0495 -0.0198 -0.0273
H 9.6872 -0.1972 0.7174 -0.0597 0.0121 0.0342
C -6.3699 -5.4428 -0.3112 -0.1032 -0.0621 -0.0680
C -6.1106 -3.9571 -0.5402 0.1378 -0.1693 0.1808
C -4.8867 -3.6701 -1.4219 -0.1041 0.1928 -0.0822
O -3.6359 -3.8321 -0.7776 -0.0357 -0.1275 -0.1234
C -3.1583 -5.1677 -0.7011 0.0909 0.2289 0.2186
N -6.0288 -3.2832 0.7587 0.1217 0.1479 -0.1615
H -5.6885 -5.8676 0.4255 0.0512 0.0362 -0.0044
H -7.3808 -5.5910 0.0663 0.0102 0.0329 0.0364
H -6.2710 -6.0105 -1.2385 0.0142 0.0004 0.0051
H -6.9779 -3.5530 -1.0701 0.0337 0.0561 -0.0430
H -4.9255 -2.6166 -1.7164 0.0392 0.0094 0.0440
H -4.9162 -4.2622 -2.3464 -0.0235 -0.0881 0.0516
H -3.4335 -5.7502 -1.5837 -0.0410 -0.0070 -0.0029
H -3.5274 -5.6623 0.2010 -0.0559 -0.1274 -0.0879
H -2.0730 -5.1312 -0.6359 0.0129 -0.0005 -0.0780
H -5.9707 -2.2787 0.6155 -0.1240 -0.0067 0.0297
H -5.1368 -3.5278 1.1807 -0.0582 -0.0755 0.0633
C 0.7145 -5.6057 0.7878 -0.0380 0.1258 0.0379
C -0.2336 -6.7894 0.9608 0.2333 0.0011 -0.1427
C 0.3339 -7.9187 1.8322 -0.1792 -0.0640 0.1112
O 1.2980 -8.7302 1.1938 0.0532 0.0966 0.0062
C 2.6151 -8.2136 1.1750 -0.0168 -0.1497 -0.0893
N -0.6437 -7.2675 -0.3644 -0.0193 -0.1373 0.1103
H 1.5067 -5.8197 0.0702 0.0111 -0.0737 0.0118
H 0.1669 -4.7382 0.4140 -0.0161 -0.0270 -0.0207
H 1.1763 -5.3260 1.7363 0.0069 -0.0058 -0.0035
H -1.1269 -6.4177 1.4725 -0.0203 -0.0619 0.0392
H -0.4882 -8.5927 2.0851 0.0207 -0.0362 -0.0315
H 0.7293 -7.5281 2.7791 0.0395 0.0775 -0.0438
H 2.8403 -7.6526 2.0866 -0.0152 0.0421 -0.0047
H 2.7830 -7.5785 0.3010 0.0393 0.0892 0.0651
H 3.2976 -9.0599 1.1089 -0.0274 -0.0195 0.0227
H -1.3577 -7.9822 -0.2509 -0.0604 0.0654 -0.0296
H 0.1433 -7.7702 -0.7667 0.0241 0.0554 -0.0282
C -4.0629 2.1481 4.6884 0.1005 -0.0932 -0.0391
C -3.6340 3.2574 5.6447 -0.2318 -0.0597 -0.1452
C -4.4009 3.2651 6.9746 0.1532 0.0652 0.1338
O -5.7132 3.7813 6.8971 -0.0120 -0.0941 -0.0464
C -6.7001 2.8740 6.4407 -0.0633 0.1652 0.0159
N -3.7265 4.5443 4.9467 0.0208 0.0459 0.1902
H -5.0055 2.3778 4.1923 -0.0349 0.0339 0.0480
H -3.3131 2.0172 3.9064 -0.0051 0.0465 -0.0070
H -4.1733 1.1958 5.2103 -0.0164 0.0037 0.0020
H -2.5815 3.0860 5.8907 0.0024 0.0375 0.0712
H -3.8713 3.9274 7.6644 -0.0391 0.0332 -0.0052
H -4.4087 2.2672 7.4325 -0.0156 -0.0447 -0.0870
H -6.4958 1.8543 6.7791 0.0306 -0.0197 -0.0277
H -6.7846 2.8901 5.3514 0.0138 -0.1164 -0.0089
H -7.6551 3.1944 6.8549 0.0229 0.0128 0.0332
H -3.3403 5.2718 5.5430 0.0528 -0.0055 -0.0389
H -4.7124 4.7850 4.8762 -0.0057 -0.0364 -0.0702
```
Positions in Å, forces in eV/Å.

Calculated values
E_LUMO = -0.17035 hartree
net charge = +1
frontier orbital gap = 6.0 eV
max |F| = 0.0246 hartree/bohr